i) ORCA calculation (wB97M-V/def2-TZVPD) on an isolated molecule of C3H6ClN.

Geometry as ORCA input:
```
! wB97M-V def2-TZVPD RIJCOSX def2/J DEFGRID3
* xyz 0 1
C 0.330 0.352 0.355
C 1.118 -0.095 -0.862
C 0.400 -1.069 0.844
H 0.908 1.104 0.863
H 2.180 -0.009 -0.516
H 0.926 0.253 -1.937
H 1.186 -2.239 -0.818
H -0.431 -1.587 1.447
H 1.386 -1.184 1.316
N 0.532 -1.461 -0.621
Cl -1.233 1.103 0.116
*
```

* HOMO level: -9.47 eV
* LUMO energy: 0.91 eV
* SMILES: ClC1CNC1


ii) ORCA calculation (wB97M-V/def2-TZVPD) on an isolated molecule of C3H6ClN.

Geometry as ORCA input:
```
! wB97M-V def2-TZVPD RIJCOSX def2/J DEFGRID3
* xyz 0 1
C 0.201 0.367 -0.568
C -0.975 -0.547 -0.284
C 0.435 -0.980 -0.016
H 1.202 1.444 0.877
H -0.396 1.803 0.803
H 0.488 0.593 -1.588
H -1.605 -0.223 0.539
H -1.496 -1.088 -1.081
H 0.908 -1.680 -0.653
N 0.421 1.566 0.247
Cl 0.816 -1.254 1.724
*
```

* HOMO level: -9.43 eV
* LUMO energy: 1.04 eV
* SMILES: N[C@@H]1C[C@@H]1Cl


Relative energies, unit hartree: i) 0.0157; ii) 0.0000


i) ORCA calculation (wB97M-V/def2-TZVPD) on a cluster of 2 separate species, CH4N2O3P in total.

Geometry as ORCA input:
```
! wB97M-V def2-TZVPD RIJCOSX def2/J DEFGRID3
* xyz -1 1
C -0.949 0.624 0.111
N -2.194 -1.124 0.323
N 1.618 1.180 -0.428
O 0.764 -1.228 -0.972
O -1.494 1.646 0.233
O 0.963 -0.492 1.517
P 0.710 -0.194 0.081
H -2.374 -1.212 -0.679
H -1.399 -1.728 0.517
H 2.333 0.872 -1.070
H 2.021 1.658 0.367
*
```

* HOMO level (alpha / beta): -4.20 / -4.20 eV
* LUMO energy (alpha / beta): 4.10 / 4.10 eV


ii) ORCA calculation (wB97M-V/def2-TZVPD) on a structure of composition CH4N2O3P.

Geometry as ORCA input:
```
! wB97M-V def2-TZVPD RIJCOSX def2/J DEFGRID3
* xyz -1 1
C 0.131 -0.073 1.139
N 0.416 0.208 -0.718
N 1.389 1.207 -0.883
O 2.676 -1.014 -1.368
O 4.076 1.140 -1.147
O 1.158 -0.535 1.627
P 2.827 0.419 -1.063
H -0.743 -0.712 0.823
H 0.755 -0.656 -0.932
H -0.028 1.060 1.295
H -0.377 0.604 -1.142
*
```

* HOMO level: -3.87 eV
* LUMO energy: 4.16 eV


Relative energies, unit hartree: i) 0.0000; ii) 0.0616


i) ORCA calculation (wB97M-V/def2-TZVPD) on an isolated molecule of C2H5BCl2S.

Geometry as ORCA input:
```
! wB97M-V def2-TZVPD RIJCOSX def2/J DEFGRID3
* xyz 0 1
B -0.257 -0.261 1.558
C 0.667 0.802 -0.689
C -0.569 -0.024 -0.103
S -1.143 -1.189 -1.565
Cl 0.283 -1.943 2.052
Cl -0.271 0.938 2.758
H 0.444 1.591 -1.508
H 1.289 0.034 -0.991
H 1.079 1.379 0.139
H -1.530 0.514 -0.017
H 0.009 -1.840 -1.634
*
```

* HOMO level: -9.23 eV
* LUMO energy: 0.22 eV
* SMILES: C[C@@H](S)B(Cl)Cl


ii) ORCA calculation (wB97M-V/def2-TZVPD) on a structure of composition C2H5BCl2S.

Geometry as ORCA input:
```
! wB97M-V def2-TZVPD RIJCOSX def2/J DEFGRID3
* xyz 0 1
B -0.216 -0.365 0.228
C -1.378 0.446 -0.408
C 1.693 0.397 -0.162
S -0.133 -1.828 1.116
Cl 1.860 1.549 1.170
Cl 2.930 -0.817 -0.142
H -1.723 -0.157 -1.379
H -1.096 1.433 -0.442
H -2.190 0.348 0.286
H 1.789 0.895 -1.057
H -1.535 -1.901 0.790
*
```

* HOMO level: -9.02 eV
* LUMO energy: 0.20 eV


Relative energies, unit hartree: i) 0.0000; ii) 0.0785


i) ORCA calculation (wB97M-V/def2-TZVPD) on a cluster of 2 separate species, C5H17N2O in total.

Geometry as ORCA input:
```
! wB97M-V def2-TZVPD RIJCOSX def2/J DEFGRID3
* xyz 0 2
N 0.260 0.001 -1.610
C 0.383 -0.333 -0.176
C -0.319 0.706 0.708
C -1.833 0.499 0.917
C 0.427 0.756 2.065
C 0.036 -1.819 0.113
N -0.847 -2.346 -0.954
H 0.955 0.703 -1.959
H -0.689 0.376 -1.786
H 0.251 -0.827 -2.219
H 1.432 -0.269 0.121
H -0.233 1.689 0.280
H -2.409 0.975 0.119
H -2.147 1.025 1.820
H -2.100 -0.553 1.004
H 1.348 1.331 1.996
H 0.606 -0.214 2.487
H -0.208 1.308 2.762
H -0.417 -1.858 1.102
H 0.948 -2.403 0.170
H -0.557 -3.303 -1.163
H -1.777 -2.542 -0.578
H 2.014 2.816 -2.355
H 2.794 2.216 -1.113
O 2.084 2.063 -1.752
*
```

* expectation value of S²: 0.75
* HOMO level (alpha / beta): -2.60 / -10.48 eV
* LUMO energy (alpha / beta): 0.72 / 0.56 eV


ii) ORCA calculation (wB97M-V/def2-TZVPD) on a cluster of 2 separate species, C5H17N2O in total.

Geometry as ORCA input:
```
! wB97M-V def2-TZVPD RIJCOSX def2/J DEFGRID3
* xyz 0 2
C 0.100 0.047 2.306
C 0.621 1.335 1.516
C 0.995 0.914 0.049
C -0.134 1.344 -0.876
C 0.050 0.603 -2.301
N 0.107 -0.832 -2.069
N -1.143 -0.436 1.644
H -0.136 0.351 3.335
H 0.814 -0.778 2.258
H 1.419 1.767 2.124
H -0.185 2.088 1.582
H 1.863 1.566 -0.059
H 1.041 -0.197 -0.046
H 0.061 2.440 -1.035
H -1.184 1.346 -0.596
H -0.791 1.051 -2.892
H 0.966 0.972 -2.818
H 0.721 -1.262 -2.750
H -0.835 -1.206 -2.082
H -1.508 -1.405 1.865
H -0.982 -0.533 0.637
H -1.976 0.174 1.820
H -0.185 -2.775 -1.233
H 0.329 -3.724 -0.098
O -0.029 -2.851 -0.279
*
```

* expectation value of S²: 0.75
* HOMO level (alpha / beta): -3.03 / -9.49 eV
* LUMO energy (alpha / beta): 0.74 / 0.58 eV


Relative energies, unit hartree: i) 0.0000; ii) 0.0347


i) ORCA calculation (wB97M-V/def2-TZVPD) on a structure of composition C42H33CrN2O8P2Se.

Geometry as ORCA input:
```
! wB97M-V def2-TZVPD RIJCOSX def2/J DEFGRID3
* xyz -2 4
Cr 0.297 -0.993 0.909
N -1.578 -1.847 1.536
N -1.500 -3.253 1.437
C -0.446 -3.763 0.641
O -0.510 -4.931 0.294
O 0.492 -2.911 0.394
H -1.815 -1.591 2.484
H -2.237 -1.417 0.877
H -2.375 -3.719 1.249
O -3.868 1.609 -0.523
C -3.047 0.756 -0.886
O -2.665 -0.278 -0.259
C -2.503 0.890 -2.322
C -3.230 1.706 -3.188
C -2.945 1.759 -4.543
C -1.932 0.958 -5.053
C -1.186 0.168 -4.194
C -1.420 0.160 -2.815
P -0.356 -0.905 -1.722
C -1.192 -2.487 -2.229
C -0.649 -3.412 -3.118
C -1.336 -4.575 -3.444
C -2.584 -4.830 -2.900
C -3.150 -3.899 -2.040
C -2.462 -2.742 -1.707
C 1.277 -0.956 -2.571
C 1.799 0.149 -3.240
C 3.118 0.160 -3.677
C 3.944 -0.927 -3.427
C 3.449 -2.012 -2.717
C 2.134 -2.021 -2.284
H -4.043 2.273 -2.756
H -3.529 2.392 -5.202
H -1.717 0.948 -6.116
H -0.404 -0.456 -4.604
H 0.321 -3.236 -3.561
H -0.879 -5.291 -4.118
H -3.109 -5.747 -3.139
H -4.130 -4.078 -1.614
H -2.923 -1.998 -1.064
H 1.187 1.026 -3.404
H 3.503 1.034 -4.189
H 4.979 -0.910 -3.744
H 4.103 -2.828 -2.439
H 1.782 -2.840 -1.667
C -3.776 4.003 2.231
C -2.622 4.573 1.712
C -1.499 3.788 1.467
C -1.523 2.425 1.737
C -2.686 1.867 2.266
C -3.802 2.645 2.513
P -0.063 1.326 1.584
C 1.052 2.298 0.497
C 2.375 2.537 0.845
C 3.224 3.174 -0.054
C 2.755 3.582 -1.296
C 1.433 3.338 -1.650
C 0.590 2.684 -0.763
C 0.619 1.335 3.235
C 0.663 2.422 4.087
C 1.247 2.316 5.350
C 1.795 1.085 5.721
C 1.764 -0.025 4.896
C 2.328 -1.296 5.277
C 2.302 -2.359 4.464
C 1.729 -2.321 3.083
C 0.999 -1.063 2.767
C 1.129 0.043 3.605
H -4.656 4.613 2.401
H -2.590 5.633 1.490
H -0.604 4.249 1.071
H -2.718 0.804 2.469
H -4.701 2.189 2.908
H 2.754 2.185 1.799
H 4.262 3.328 0.216
H 3.423 4.073 -1.996
H 1.059 3.644 -2.621
H -0.439 2.483 -1.047
H 0.244 3.372 3.770
H 1.292 3.172 6.013
H 2.265 0.984 6.697
H 2.781 -1.377 6.263
H 2.745 -3.301 4.775
H 1.135 -3.217 2.902
O 2.171 -0.622 0.251
Se 3.443 -1.208 1.193
O 4.565 -1.860 0.231
O 2.867 -2.577 2.090
O 4.003 -0.078 2.206
*
```

* expectation value of S²: 3.81
* HOMO level (alpha / beta): -0.56 / -0.88 eV
* LUMO energy (alpha / beta): 4.34 / 4.34 eV


ii) ORCA calculation (wB97M-V/def2-TZVPD) on a structure of composition C42H33CrN2O8P2Se.

Geometry as ORCA input:
```
! wB97M-V def2-TZVPD RIJCOSX def2/J DEFGRID3
* xyz -2 4
Cr 0.146 -1.085 -0.772
N -1.375 -2.481 0.181
N -2.171 -2.971 -0.879
C -1.736 -2.746 -2.198
O -2.309 -3.351 -3.094
O -0.838 -1.830 -2.340
H -0.744 -3.233 0.544
H -1.975 -2.148 0.926
H -2.541 -3.899 -0.748
O -2.638 1.299 2.680
C -1.451 1.104 2.394
O -0.916 1.166 1.254
C -0.441 0.865 3.500
C -0.737 1.321 4.782
C 0.186 1.201 5.803
C 1.419 0.621 5.539
C 1.707 0.140 4.276
C 0.786 0.236 3.228
P 1.226 -0.624 1.600
C 2.715 0.379 1.221
C 3.808 -0.145 0.531
C 4.895 0.655 0.212
C 4.908 1.996 0.565
C 3.813 2.536 1.224
C 2.725 1.738 1.544
C 1.881 -2.082 2.554
C 3.154 -2.630 2.551
C 3.455 -3.717 3.361
C 2.493 -4.276 4.182
C 1.211 -3.744 4.191
C 0.916 -2.666 3.381
H -1.700 1.786 4.947
H -0.045 1.566 6.797
H 2.153 0.525 6.332
H 2.667 -0.329 4.095
H 3.790 -1.178 0.218
H 5.727 0.230 -0.337
H 5.757 2.622 0.316
H 3.805 3.587 1.487
H 1.871 2.172 2.046
H 3.932 -2.226 1.923
H 4.454 -4.135 3.333
H 2.735 -5.133 4.800
H 0.444 -4.176 4.822
H -0.089 -2.255 3.383
C -2.825 4.920 -0.272
C -1.572 4.421 0.053
C -1.242 3.110 -0.249
C -2.168 2.258 -0.851
C -3.427 2.767 -1.163
C -3.749 4.089 -0.883
P -1.599 0.575 -1.394
C -3.227 -0.086 -1.916
C -4.130 -0.329 -0.878
C -5.386 -0.843 -1.147
C -5.749 -1.126 -2.458
C -4.850 -0.904 -3.488
C -3.589 -0.389 -3.221
C -0.820 1.201 -2.934
C -1.462 2.020 -3.832
C -0.779 2.536 -4.945
C 0.545 2.249 -5.128
C 1.242 1.426 -4.217
C 2.610 1.122 -4.402
C 3.226 0.253 -3.547
C 2.519 -0.315 -2.470
C 1.208 -0.011 -2.179
C 0.553 0.871 -3.099
H -3.079 5.951 -0.054
H -0.847 5.059 0.545
H -0.260 2.725 -0.011
H -4.169 2.139 -1.635
H -4.729 4.469 -1.151
H -3.837 -0.077 0.138
H -6.083 -1.028 -0.338
H -6.734 -1.523 -2.673
H -5.120 -1.153 -4.506
H -2.882 -0.240 -4.025
H -2.504 2.276 -3.688
H -1.307 3.167 -5.652
H 1.082 2.635 -5.989
H 3.141 1.568 -5.236
H 4.266 -0.015 -3.702
H 3.033 -1.051 -1.867
O 2.981 -4.603 -0.180
Se 1.532 -3.932 -0.389
O 0.879 -4.283 -1.809
O 1.718 -2.241 -0.340
O 0.519 -4.346 0.823
*
```

* expectation value of S²: 3.81
* HOMO level (alpha / beta): -3.21 / -3.33 eV
* LUMO energy (alpha / beta): 4.38 / 4.38 eV


Relative energies, unit hartree: i) 0.0223; ii) 0.0000


i) ORCA calculation (wB97M-V/def2-TZVPD) on an isolated molecule of CH3NO2S2.

Geometry as ORCA input:
```
! wB97M-V def2-TZVPD RIJCOSX def2/J DEFGRID3
* xyz 0 1
C 0.014 0.609 -0.064
N -1.073 -0.184 -0.222
O 0.088 1.804 -0.292
O 1.030 -0.209 0.374
S -2.632 0.408 0.138
S 2.520 0.407 -0.021
H -0.961 -1.206 -0.120
H -2.906 0.778 -1.032
H 2.011 1.677 -0.141
*
```

* HOMO level: -9.23 eV
* LUMO energy: 0.39 eV
* SMILES: O=C(NS)OS


ii) ORCA calculation (wB97M-V/def2-TZVPD) on an isolated molecule of CH3NO2S2.

Geometry as ORCA input:
```
! wB97M-V def2-TZVPD RIJCOSX def2/J DEFGRID3
* xyz 0 1
C 1.207 0.203 0.268
N 0.274 -0.836 -0.158
O -2.588 -0.251 -1.097
O -0.867 -0.852 0.564
S 0.638 2.032 0.041
S -2.159 -0.023 0.277
H 1.333 0.229 1.341
H 2.114 0.150 -0.165
H 0.048 -0.652 -1.072
*
```

* HOMO level (alpha / beta): -9.68 / -8.61 eV
* LUMO energy (alpha / beta): -1.02 / -2.34 eV


Relative energies, unit hartree: i) 0.0000; ii) 0.1338


i) ORCA calculation (wB97M-V/def2-TZVPD) on a structure of composition C23H36N4O2S2Sn.

Geometry as ORCA input:
```
! wB97M-V def2-TZVPD RIJCOSX def2/J DEFGRID3
* xyz 4 1
Sn -0.396 0.298 -0.990
C 3.091 -1.413 2.460
C 3.179 -2.549 1.443
N 1.909 -2.645 0.753
C 0.767 -3.078 1.501
C 0.033 -1.954 2.243
C -0.762 -2.311 3.328
C -1.394 -1.303 4.038
C -1.213 0.018 3.666
C -0.424 0.297 2.550
C -0.235 1.730 2.103
N 0.730 1.885 1.006
C 2.116 2.117 1.470
C 2.642 1.024 2.393
N 2.603 -0.256 1.780
N 0.147 -0.691 1.857
H 4.066 -1.222 2.939
H 2.408 -1.686 3.272
H 3.451 -3.477 1.965
H 3.961 -2.336 0.710
H 1.978 -3.058 -0.167
H 1.039 -3.829 2.256
H 0.034 -3.525 0.825
H -0.867 -3.347 3.614
H -2.002 -1.548 4.898
H -1.664 0.818 4.236
H 0.046 2.344 2.967
H -1.214 2.087 1.755
H 0.494 2.752 0.519
H 2.188 3.069 2.010
H 2.749 2.183 0.578
H 2.084 0.991 3.336
H 3.676 1.292 2.673
H 2.720 -0.254 0.773
O -1.255 2.065 -2.171
S -1.574 3.058 -3.355
C -1.646 4.712 -2.581
C -3.068 4.871 -2.077
C -3.952 4.335 -3.194
C -3.410 2.955 -3.519
H -1.436 5.418 -3.388
H -0.872 4.801 -1.822
H -3.282 5.915 -1.852
H -3.229 4.296 -1.161
H -3.897 4.992 -4.064
H -5.000 4.284 -2.898
H -3.650 2.641 -4.532
H -3.740 2.207 -2.794
C -7.338 -3.930 -3.532
C -5.910 -3.647 -3.400
C -4.950 -4.669 -3.580
C -3.606 -4.400 -3.449
C -3.189 -3.112 -3.103
C -4.112 -2.091 -2.890
C -5.452 -2.346 -3.080
S -1.398 -2.868 -3.024
C -1.249 -2.208 -4.710
O -1.158 -1.630 -2.128
H -7.763 -4.225 -2.559
H -7.538 -4.794 -4.169
H -7.908 -3.052 -3.836
H -5.276 -5.671 -3.820
H -2.878 -5.182 -3.614
H -3.772 -1.101 -2.601
H -6.170 -1.545 -2.994
H -1.603 -1.182 -4.721
H -1.846 -2.827 -5.371
H -0.211 -2.248 -5.030
*
```

* HOMO level (alpha / beta): -19.13 / -19.17 eV
* LUMO energy (alpha / beta): -12.69 / -14.74 eV


ii) ORCA calculation (wB97M-V/def2-TZVPD) on a structure of composition C23H36N4O2S2Sn.

Geometry as ORCA input:
```
! wB97M-V def2-TZVPD RIJCOSX def2/J DEFGRID3
* xyz 4 1
Sn -0.600 0.239 0.797
C 2.615 2.980 3.188
C 2.404 3.798 1.917
N 1.882 2.936 0.859
C 2.839 1.991 0.304
C 2.925 0.658 1.038
C 4.094 -0.085 0.966
C 4.187 -1.270 1.682
C 3.115 -1.675 2.467
C 1.978 -0.890 2.479
C 0.767 -1.299 3.298
N -0.262 -0.238 3.355
C -0.151 0.684 4.521
C 1.179 1.415 4.616
N 1.418 2.226 3.451
N 1.873 0.235 1.754
H 2.854 3.600 4.061
H 3.446 2.273 3.085
H 3.348 4.286 1.658
H 1.674 4.586 2.106
H 1.406 3.466 0.147
H 3.852 2.407 0.292
H 2.578 1.788 -0.737
H 4.930 0.274 0.379
H 5.096 -1.858 1.655
H 3.174 -2.573 3.069
H 1.074 -1.614 4.299
H 0.328 -2.184 2.829
H -1.153 -0.709 3.494
H -0.299 0.134 5.452
H -0.955 1.418 4.446
H 2.029 0.743 4.764
H 1.164 2.075 5.495
H 0.599 2.550 2.939
O -2.426 -0.836 0.905
S -3.958 -1.160 0.740
C -4.477 -1.908 2.303
C -4.191 -3.401 2.188
C -4.651 -3.768 0.781
C -3.999 -2.746 -0.157
H -5.550 -1.705 2.358
H -3.982 -1.375 3.114
H -4.720 -3.958 2.959
H -3.124 -3.598 2.307
H -5.738 -3.703 0.709
H -4.370 -4.781 0.498
H -4.532 -2.592 -1.093
H -2.950 -2.974 -0.351
C 0.565 -1.291 -7.881
C 0.324 -0.579 -6.634
C 0.474 0.856 -6.566
C 0.259 1.514 -5.394
C -0.108 0.771 -4.243
C -0.236 -0.636 -4.257
C -0.047 -1.296 -5.433
S -0.430 1.759 -2.776
C -2.189 2.001 -3.064
O -0.309 0.888 -1.529
H 1.639 -1.576 -7.913
H 0.415 -0.663 -8.760
H 0.014 -2.229 -7.946
H 0.763 1.402 -7.456
H 0.366 2.592 -5.346
H -0.492 -1.169 -3.353
H -0.185 -2.369 -5.489
H -2.698 1.070 -2.818
H -2.349 2.273 -4.108
H -2.515 2.819 -2.422
*
```

* HOMO level (alpha / beta): -19.62 / -19.62 eV
* LUMO energy (alpha / beta): -14.23 / -13.02 eV


Relative energies, unit hartree: i) 0.0277; ii) 0.0000